No. 1
10
Properties=species:S:1:pos:R:3:forces:R:3 method="wB97M-V/def2-TZVPD" total_charge=-1 spin_multiplicity=1 energy_ha=-739.9799 de_lowest_kcal_mol=59.8 orbital_gap_ev=6.7 e_homo_ev=-3.3
C 0.731 -1.682 0.087 -0.18 3.18 4.01
C 0.331 0.260 0.241 0.27 -5.21 -0.36
C -0.340 0.484 -0.969 1.32 0.51 -1.23
O -0.145 -0.156 -1.994 -0.44 -0.36 -0.70
O -0.987 1.679 -1.153 -1.41 1.98 2.53
O 1.127 -2.380 1.005 -0.21 1.16 -1.11
S -0.579 0.513 1.713 2.50 1.63 0.76
H 0.399 -2.128 -0.795 -0.47 -0.53 -2.26
H 0.587 1.239 2.104 -1.98 -0.61 0.78
H -1.124 2.169 -0.239 0.60 -1.77 -2.42

No. 2
56
Properties=species:S:1:pos:R:3:forces:R:3 method="wB97M-V/def2-TZVPD" total_charge=+2 spin_multiplicity=4 energy_ha=-10166.9582 de_lowest_kcal_mol=0.0 orbital_gap_ev="6.9 / 6.1" e_homo_ev="-13.3 / -13.4"
Tc 0.165 1.573 0.615 -0.16 -0.48 0.01
C 1.935 1.267 3.844 0.03 0.00 -0.02
C 1.858 2.740 3.472 -0.01 0.00 0.00
S 0.467 3.216 2.426 0.07 -0.01 -0.11
C -0.992 3.035 3.493 0.04 -0.03 0.02
C -2.184 2.449 2.727 0.02 -0.03 -0.10
S -1.993 2.413 0.910 0.36 0.15 -0.04
C -0.639 -0.291 1.370 0.19 0.29 0.04
C 0.143 -0.560 2.623 0.14 -0.08 0.03
S 1.817 0.139 2.427 -0.04 0.10 -0.11
H 1.177 0.981 4.571 0.00 0.01 0.01
H 2.906 1.078 4.300 0.01 0.00 0.05
H 2.730 3.053 2.898 0.01 -0.03 -0.01
H 1.810 3.361 4.368 0.06 0.02 -0.01
H -1.209 4.030 3.869 -0.04 0.04 0.03
H -0.713 2.407 4.338 -0.06 0.01 0.02
H -3.071 3.056 2.896 -0.05 -0.03 0.06
H -2.407 1.441 3.074 0.01 -0.02 0.02
H -1.184 -1.418 -0.253 0.01 -0.03 0.06
H -1.701 -0.366 1.572 -0.15 -0.09 -0.20
H 0.221 -1.608 2.898 -0.12 -0.06 0.10
H -0.364 -0.043 3.439 -0.02 0.03 -0.03
C -2.277 0.291 -1.688 0.06 -0.03 -0.02
C -1.002 0.789 -2.304 0.02 -0.03 0.16
C -0.915 0.796 -3.705 -0.08 -0.04 -0.07
C 0.198 1.264 -4.342 0.02 0.02 -0.06
C 1.280 1.753 -3.585 -0.17 -0.11 0.03
C 2.473 2.297 -4.118 0.05 0.01 -0.15
Br 2.720 2.394 -5.978 0.00 -0.01 -0.02
C 3.450 2.768 -3.292 0.12 0.07 0.02
C 3.285 2.723 -1.895 0.36 0.14 0.07
Br 4.622 3.384 -0.763 0.03 0.01 -0.05
C 2.150 2.202 -1.348 -0.35 -0.17 0.64
O 1.911 2.117 -0.016 0.05 0.28 -0.45
C 1.147 1.710 -2.189 -0.42 -0.17 0.08
N 0.013 1.216 -1.549 -0.05 0.22 0.03
H -3.118 0.890 -2.046 0.05 -0.04 -0.01
H -2.286 0.375 -0.604 0.01 -0.09 -0.05
H -2.477 -0.737 -2.010 0.01 0.04 0.02
H -1.761 0.431 -4.273 0.03 0.03 0.03
H 0.250 1.276 -5.423 0.02 0.00 0.03
H 4.356 3.186 -3.708 0.00 0.00 0.05
Br -3.109 -2.848 0.772 0.06 0.09 -0.03
C -1.932 -4.020 -0.147 -0.15 0.12 0.10
C -2.501 -5.108 -0.773 0.05 -0.11 -0.09
C -1.685 -6.045 -1.399 -0.05 0.01 0.01
C -0.304 -5.910 -1.378 0.00 -0.06 -0.03
C 0.264 -4.832 -0.731 0.14 0.05 -0.02
C -0.544 -3.860 -0.127 0.16 0.06 0.01
C 0.215 -2.798 0.535 -0.07 -0.09 0.02
O 1.235 -2.786 1.094 0.12 0.01 0.06
O -0.384 -1.376 0.310 -0.28 0.02 -0.13
H -3.574 -5.237 -0.756 0.00 0.00 -0.01
H -2.141 -6.895 -1.891 0.02 0.02 0.01
H 0.329 -6.646 -1.855 -0.03 0.01 0.02
H 1.340 -4.716 -0.690 -0.04 -0.01 -0.01

No. 3
12
Properties=species:S:1:pos:R:3:forces:R:3 method="wB97M-V/def2-TZVPD" total_charge=+1 spin_multiplicity=2 energy_ha=-1936.1255 de_lowest_kcal_mol=9.5 orbital_gap_ev="8.6 / 5.5" e_homo_ev="-13.2 / -12.8"
Yb 0.301 -1.596 -0.883 0.63 -0.54 0.14
S -0.784 0.202 -2.871 3.37 -4.62 -0.54
O -0.533 -0.108 -4.322 -0.98 1.36 2.21
O -1.363 -1.110 -2.175 -0.75 2.35 -1.05
O 0.636 0.196 -2.110 -2.15 1.28 -1.06
O 0.729 -0.594 1.128 0.57 1.08 0.04
C 0.622 0.869 1.452 0.81 0.34 0.97
C -0.228 -0.134 2.094 -1.04 0.51 -0.15
H 0.548 1.584 0.633 -1.25 -0.78 -0.30
H 1.313 1.357 2.141 0.76 -1.05 -0.12
H -1.285 -0.186 1.822 0.28 -0.31 0.01
H 0.045 -0.481 3.092 -0.26 0.38 -0.16